[1]
Density functional theory data (ωB97M-V with the def2-TZVPD basis set) for the ion C6H7N4 with charge +1.

Values from the calculation:
Kohn-Sham gap (spin up / spin down) (eV): 9.069 / 5.855
Multiplicity: 3
Highest occupied orbital energy (spin up / spin down) (eV): -12.96 / -14.36
Total charge: +1

XYZ file:
```
17
Properties=species:S:1:pos:R:3:mulliken_spin:R:1
C -2.34846 -0.96781 -0.04712 0.146
C -2.33560 1.33072 0.05970 0.216
C -0.91621 -0.96276 0.01324 -0.007
C -0.36522 0.35641 -0.03507 0.139
C 1.25280 -1.33087 0.00150 0.007
C 2.22868 1.02346 0.01399 0.015
N -2.97929 0.16149 0.01540 -0.040
N -1.02496 1.48106 -0.04082 0.007
N -0.01747 -1.90911 0.04957 0.544
N 1.16605 0.08792 -0.04621 0.750
H -2.91751 -1.87339 -0.21229 0.000
H -2.93599 2.22500 0.14880 0.011
H 1.82723 -1.70673 0.86578 0.057
H 1.80754 -1.73446 -0.86274 0.058
H 2.97956 0.69263 0.73424 0.032
H 1.85573 2.00467 0.30219 0.007
H 2.72312 1.12180 -0.96015 0.060
```

[2]
Density functional theory data (ωB97M-V with the def2-TZVPD basis set) for a structure of composition C12H15F3K2NO16S2.

Values from the calculation:
Kohn-Sham gap (eV): 6.490
Multiplicity: 1
Highest occupied orbital energy (eV): -11.87
Total charge: +1

XYZ file:
```
51
Properties=species:S:1:pos:R:3:lowdin_charge:R:1
K -3.35095 -1.86796 -2.30569 0.943
K -0.00929 -0.49609 -5.38439 0.949
N 0.24006 -0.36261 -1.40152 -0.304
S 1.18800 1.04142 -0.92184 0.635
O 2.52627 1.21892 -1.45938 -0.261
O 0.81726 1.48697 0.40796 -0.278
F 0.40590 2.20021 -1.88771 -0.276
S 0.91605 -1.28005 -0.38253 0.336
O 0.81831 -1.14036 1.03137 -0.251
O 2.06654 -2.01688 -0.81870 -0.277
F -0.08252 -2.47390 -0.61787 -0.240
C 3.82832 3.47193 3.71636 -0.138
C 5.03906 4.16471 3.13983 -0.196
O 5.52061 3.34222 2.16480 0.052
C 4.90327 2.07655 2.31445 -0.472
O 5.31848 1.08342 1.72492 0.139
O 4.03587 2.16517 3.30555 0.094
H 2.88699 3.90426 3.37710 0.127
H 3.73005 3.63734 4.78923 0.134
H 5.75276 4.36576 3.93877 0.127
H 4.98824 5.17333 2.72969 0.134
C -2.38039 0.93511 3.50706 -0.200
C -1.36975 1.36516 4.51074 -0.073
O -2.19563 1.26508 5.71006 0.081
C -3.46307 0.98636 5.36639 -0.554
O -4.42890 0.82636 6.12333 0.115
O -3.58295 0.75329 4.08078 0.102
H -2.15113 -0.03754 3.07179 0.136
H -2.35501 1.63551 2.67226 0.134
H -0.70233 2.22114 4.41090 0.135
H -0.65710 0.54748 4.61861 0.129
C 1.54669 -9.07516 -0.30379 -0.160
C 0.92259 -7.71196 -0.69291 -0.090
O -0.29711 -8.15476 -1.16613 0.093
C -0.35656 -9.38505 -1.42433 -0.598
O -1.19746 -9.91006 -2.12415 0.143
O 0.76211 -9.97752 -0.92484 0.075
H 1.51835 -9.24290 0.77285 0.133
H 2.57461 -9.25497 -0.61863 0.136
H 1.42058 -7.11473 -1.45673 0.136
H 0.76183 -7.17091 0.23957 0.134
C -3.96949 5.03481 -6.16944 -0.073
C -2.86179 5.39950 -5.22044 -0.370
O -3.17559 4.44390 -4.17564 0.123
C -3.90280 3.36499 -4.58658 -0.502
O -4.27161 2.38028 -4.01060 0.143
O -4.38159 3.72626 -5.83618 0.040
F -2.99608 6.63084 -4.98569 0.183
H -3.59546 5.02793 -7.19325 0.143
H -4.86777 5.63066 -6.00775 0.154
H -1.88644 5.16655 -5.64765 0.175
```

[3]
Density functional theory data (ωB97M-V with the def2-TZVPD basis set) for the ion C6H10FN2O with charge +1.

Values from the calculation:
Kohn-Sham gap (eV): 7.745
Multiplicity: 1
Highest occupied orbital energy (eV): -13.53
Total charge: +1

XYZ file:
```
20
Properties=species:S:1:pos:R:3:lowdin_charge:R:1
C 0.47947 1.75795 -1.24280 -0.097
C 0.73477 2.00793 1.16356 -0.355
C -0.19258 0.44852 -1.60182 -0.036
C -0.65163 -0.28160 -0.35646 -0.159
C 0.17932 -2.68257 -0.09724 0.035
C 0.15413 -1.19571 0.44578 -0.264
N 0.84302 2.18902 -0.14969 0.134
N -0.30358 2.10702 1.80239 0.146
O -1.82152 0.07307 -0.04000 0.266
F -0.51510 -1.25353 1.67093 0.021
H 0.59828 2.23375 -2.26966 0.160
H 1.68560 1.79396 1.61577 0.133
H -1.00735 0.86931 -2.18703 0.142
H 0.37083 -0.31758 -2.23280 0.167
H -0.83296 -3.10658 0.13818 0.120
H 0.93690 -3.36391 0.32472 0.100
H 0.66036 -2.60915 -1.12450 0.112
H 1.14276 -0.86036 0.48780 0.151
H -0.35613 2.11402 2.78125 0.056
H -2.10459 0.07645 0.87161 0.167
```

[4]
Density functional theory data (ωB97M-V with the def2-TZVPD basis set) for an isolated molecule of C3H3NO.

Values from the calculation:
Kohn-Sham gap (eV): 10.622
Multiplicity: 1
Highest occupied orbital energy (eV): -9.54

XYZ file:
```
8
Properties=species:S:1:pos:R:3:lowdin_charge:R:1
O 0.53432 1.15097 0.04659 -0.005
C -0.75695 0.71132 0.06029 -0.124
C -0.75607 -0.63085 -0.05255 -0.147
N 0.53918 -1.09618 -0.15534 0.065
C 1.29125 -0.06069 -0.09321 -0.150
H -1.62619 1.36324 0.12346 0.123
H -1.59332 -1.30766 -0.06950 0.101
H 2.36777 -0.13014 0.14026 0.137
```

[5]
Density functional theory data (ωB97M-V with the def2-TZVPD basis set) for an isolated molecule of C14H19NO5.

Values from the calculation:
Kohn-Sham gap (eV): 9.148
Multiplicity: 1
Highest occupied orbital energy (eV): -8.46

XYZ file:
```
39
Properties=species:S:1:pos:R:3:lowdin_charge:R:1
C -5.35746 -1.86780 -1.11435 -0.060
C -4.10369 -2.26422 -0.34955 -0.215
H -4.29127 -3.12041 0.30141 0.123
H -3.29163 -2.49451 -1.04714 0.122
O -3.67592 -1.21962 0.52945 -0.009
C -2.93855 -0.23887 -0.00121 -0.512
O -2.58074 -0.20411 -1.14655 0.136
C -2.63823 0.80924 1.05356 0.006
C -1.63938 1.83500 0.55308 -0.339
O -1.97789 2.98849 0.34495 0.083
C -0.27713 1.41486 0.31223 -0.139
C 0.48008 0.26805 0.54035 -0.114
C 1.78616 0.55132 0.06462 -0.030
C 1.78034 1.86000 -0.44116 -0.212
N 0.55188 2.34877 -0.27216 0.152
H 0.21005 3.26280 -0.53284 0.169
C 2.87454 2.63944 -1.06147 -0.006
H 2.54612 3.65220 -1.28354 0.081
H 3.73671 2.66814 -0.39812 0.089
H 3.20430 2.15404 -1.97858 0.092
C 2.99858 -0.26591 0.03689 -0.428
O 4.04213 0.10553 -0.45246 0.100
O 2.86362 -1.47145 0.62180 -0.026
C 4.00842 -2.32126 0.60581 -0.217
C 4.12099 -3.08195 -0.70789 -0.061
H 4.96434 -3.76516 -0.66313 0.076
H 3.21173 -3.64866 -0.89454 0.077
H 4.27586 -2.38298 -1.52598 0.075
H 4.90448 -1.71283 0.76700 0.121
H 3.86603 -3.00461 1.44618 0.123
C 0.01666 -0.99704 1.17156 -0.001
H -0.32977 -0.81453 2.18879 0.092
H 0.82811 -1.71426 1.20707 0.071
H -0.80569 -1.42679 0.60309 0.079
H -2.28900 0.31430 1.95874 0.125
H -3.57514 1.32512 1.27994 0.141
H -5.68968 -2.70150 -1.72610 0.078
H -5.14494 -1.01971 -1.76058 0.077
H -6.15048 -1.59588 -0.42200 0.078
```

Number 1: largest force on an atom 3.1 eV Å⁻¹. Number 2: largest force on an atom 8.2 eV Å⁻¹. Number 3: largest force on an atom 4.0 eV Å⁻¹. Number 4: largest force on an atom 1.7 eV Å⁻¹. Number 5: largest force on an atom 0.6 eV Å⁻¹.